No. 1
ORCA calculation (wB97M-V/def2-TZVPD) on a molecular structure, C3H4Cl2IN.

Values from the calculation:
maximum force = 3.326 eV/A
HOMO-LUMO gap = 8.03 eV
lowest unoccupied orbital energy = -0.85 eV
energy above the lowest of the compared OMol25 structures with the same formula, charge and spin = 2.711 eV
2S+1 = 1

Structure (XYZ):
```
11
Properties=species:S:1:pos:R:3:nbo_charge:R:1
C -1.35 1.04 -0.44 0.31
C -1.27 1.05 1.00 -0.73
C 1.69 -1.33 0.35 -0.21
N -1.34 0.82 -1.55 -0.36
Cl 3.06 -2.26 0.50 0.06
Cl 0.35 -2.40 0.60 -0.01
I 1.55 -0.92 -2.45 0.01
H -0.55 0.30 1.39 0.27
H -0.73 2.07 1.14 0.25
H -2.23 1.09 1.52 0.26
H 0.84 0.54 -2.06 0.15
```

No. 2
ORCA calculation (wB97M-V/def2-TZVPD) on 2 unconnected molecules or ions with the total composition C3H4Cl2O3.

Values from the calculation:
SMILES = C=C(Cl)Cl.O=C(O)O
maximum force = 5.060 eV/A
HOMO-LUMO gap = 10.45 eV
lowest unoccupied orbital energy = 0.39 eV
energy above the lowest of the compared OMol25 structures with the same formula, charge and spin = 0.651 eV
2S+1 = 1

Structure (XYZ):
```
12
Properties=species:S:1:pos:R:3:nbo_charge:R:1
C -0.03 -1.16 1.63 0.97
C 0.67 0.91 -1.47 -0.45
C -0.35 1.73 -1.09 -0.10
O -0.15 -0.09 2.15 -0.61
O -0.51 -1.50 0.39 -0.73
O 0.62 -2.18 2.14 -0.66
Cl -0.42 2.74 0.25 0.11
Cl -1.75 2.01 -2.15 0.01
H 1.53 0.89 -0.99 0.22
H 0.49 -2.97 1.46 0.50
H 0.48 0.23 -2.27 0.23
H -0.59 -0.61 -0.05 0.51
```

No. 3
ORCA calculation (wB97M-V/def2-TZVPD) on 2 unconnected molecules or ions with the total composition C3H4Cl2S.

Values from the calculation:
SMILES = C=CC(=S)Cl.Cl
maximum force = 3.656 eV/A
HOMO-LUMO gap = 7.89 eV
lowest unoccupied orbital energy = -1.03 eV
energy above the lowest of the compared OMol25 structures with the same formula, charge and spin = 0.760 eV
2S+1 = 1

Structure (XYZ):
```
10
Properties=species:S:1:pos:R:3:nbo_charge:R:1
C -0.56 0.99 -0.77 -0.28
C 0.03 -0.20 -0.99 -0.29
C -0.02 -1.26 -0.04 -0.20
S 1.05 -2.51 -0.02 0.06
Cl -0.87 -3.22 -3.77 -0.27
Cl -1.30 -1.34 1.04 0.08
H -0.61 1.69 -1.61 0.21
H -1.19 1.19 0.09 0.21
H 0.63 -0.27 -1.81 0.23
H -1.45 -2.81 -4.84 0.27
```

No. 4
ORCA calculation (wB97M-V/def2-TZVPD) on a single C3H4ClF molecule.

Values from the calculation:
maximum force = 3.411 eV/A
HOMO-LUMO gap (spin up / spin down) = 8.32 / 8.72 eV
lowest unoccupied orbital energy (spin up / spin down) = 0.07 / 0.45 eV
energy above the lowest of the compared OMol25 structures with the same formula, charge and spin = 3.099 eV
2S+1 = 1

Structure (XYZ):
```
9
Properties=species:S:1:pos:R:3:nbo_charge:R:1
C 0.08 0.06 0.34 -0.59
C -0.40 1.07 -0.63 0.28
C 0.11 -1.30 -0.29 -0.18
F 0.37 1.70 -1.53 -0.33
Cl -1.07 -2.41 0.30 0.00
H 1.02 0.43 0.55 0.23
H -0.51 -0.10 1.27 0.25
H -1.40 1.05 -1.10 0.14
H 0.57 -1.50 -1.27 0.20
```

No. 5
ORCA calculation (wB97M-V/def2-TZVPD) on a single C3H4ClF molecule.

Values from the calculation:
SMILES = FC1(Cl)CC1
maximum force = 2.933 eV/A
HOMO-LUMO gap = 11.49 eV
lowest unoccupied orbital energy = 0.99 eV
energy above the lowest of the compared OMol25 structures with the same formula, charge and spin = 0.937 eV
2S+1 = 1

Structure (XYZ):
```
9
Properties=species:S:1:pos:R:3:nbo_charge:R:1
C -0.35 -0.67 0.12 0.35
C 0.90 0.17 0.09 -0.47
C -0.46 0.81 -0.16 -0.46
H 1.61 0.34 1.04 0.25
H 1.61 0.11 -0.78 0.24
H -0.73 1.02 -1.22 0.24
H -0.98 1.46 0.53 0.24
F -0.82 -1.14 1.33 -0.34
Cl -0.77 -2.10 -0.94 -0.05
```

No. 6
ORCA calculation (wB97M-V/def2-TZVPD) on 2 unconnected molecules or ions with the total composition C3H4ClF.

Values from the calculation:
maximum force = 3.344 eV/A
HOMO-LUMO gap = 9.78 eV
lowest unoccupied orbital energy = -0.33 eV
energy above the lowest of the compared OMol25 structures with the same formula, charge and spin = 3.314 eV
2S+1 = 1

Structure (XYZ):
```
9
Properties=species:S:1:pos:R:3:nbo_charge:R:1
C 0.19 -0.96 0.33 -0.39
C -0.17 0.31 0.12 -0.37
C 3.95 0.81 0.25 0.30
F 3.23 0.51 1.24 -0.29
Cl 3.78 -0.41 -0.92 -0.01
H -0.27 -1.79 -0.07 0.19
H 1.17 -1.07 0.79 0.19
H 0.45 1.19 0.55 0.18
H -0.95 0.71 -0.49 0.19
```

No. 7
ORCA calculation (wB97M-V/def2-TZVPD) on a gas-phase ion, C3H4ClF2O4S (charge -1).

Values from the calculation:
SMILES = CC(F)(F)[C@](O)(Cl)S(=O)(=O)[O-]
maximum force = 4.219 eV/A
HOMO-LUMO gap = 9.18 eV
lowest unoccupied orbital energy = 3.42 eV
energy above the lowest of the compared OMol25 structures with the same formula, charge and spin = 0.126 eV
charge = -1
2S+1 = 1

Structure (XYZ):
```
15
Properties=species:S:1:pos:R:3:nbo_charge:R:1
C -0.70 -0.15 -0.83 -0.68
C -0.45 -1.01 0.46 0.67
C 1.06 -0.99 0.85 -0.05
O 2.29 -3.22 1.79 -0.95
O 2.22 -1.07 3.16 -1.02
O 0.14 -2.44 3.14 -0.94
O 1.41 0.31 1.27 -0.73
F -1.14 -0.42 1.42 -0.32
F -0.96 -2.28 0.23 -0.35
S 1.41 -2.14 2.35 2.22
Cl 2.11 -1.58 -0.43 -0.02
H -1.73 0.07 -1.04 0.21
H -0.29 -0.83 -1.68 0.22
H -0.13 0.78 -0.70 0.23
H 1.71 0.09 2.18 0.51
```

No. 8
ORCA calculation (wB97M-V/def2-TZVPD) on 2 unconnected molecules or ions with the total composition C3H4ClFO.

Values from the calculation:
maximum force = 9.493 eV/A
HOMO-LUMO gap = 6.75 eV
lowest unoccupied orbital energy = -1.99 eV
energy above the lowest of the compared OMol25 structures with the same formula, charge and spin = 6.067 eV
2S+1 = 1

Structure (XYZ):
```
10
Properties=species:S:1:pos:R:3:nbo_charge:R:1
C -0.32 -0.94 0.03 -0.08
C -0.41 0.57 0.30 -0.34
C 0.37 1.59 -0.15 0.35
H 1.41 -2.56 0.47 0.38
H -0.98 -1.32 1.03 0.20
H -1.31 -0.85 -0.68 0.18
H -1.19 1.03 0.78 0.21
O 0.66 -1.48 -0.58 -0.57
F 0.13 2.87 0.05 -0.30
Cl 1.66 1.08 -1.24 -0.03
```

No. 9
ORCA calculation (wB97M-V/def2-TZVPD) on a single C3H4ClFO molecule.

Values from the calculation:
SMILES = O[C@H]1[C@@H](F)[C@@H]1Cl
maximum force = 3.523 eV/A
HOMO-LUMO gap = 10.80 eV
lowest unoccupied orbital energy = 0.92 eV
energy above the lowest of the compared OMol25 structures with the same formula, charge and spin = 1.327 eV
2S+1 = 1

Structure (XYZ):
```
10
Properties=species:S:1:pos:R:3:nbo_charge:R:1
C -0.35 0.11 0.96 0.04
C 0.08 0.35 -0.45 -0.32
C -0.17 -1.01 0.00 0.16
H -2.14 -0.16 1.04 0.47
H 0.34 0.21 1.82 0.20
H -0.66 0.78 -1.21 0.26
H 0.65 -1.71 0.09 0.19
O -1.62 0.60 1.27 -0.67
F -1.30 -1.51 -0.41 -0.33
Cl 1.72 0.76 -0.66 0.00
```

No. 10
ORCA calculation (wB97M-V/def2-TZVPD) on a single C3H4ClFO molecule.

Values from the calculation:
SMILES = O=CC[C@H](F)Cl
maximum force = 5.307 eV/A
HOMO-LUMO gap = 10.52 eV
lowest unoccupied orbital energy = 0.85 eV
energy above the lowest of the compared OMol25 structures with the same formula, charge and spin = 0.759 eV
2S+1 = 1

Structure (XYZ):
```
10
Properties=species:S:1:pos:R:3:nbo_charge:R:1
C 1.06 0.20 0.20 0.17
C -0.42 0.33 0.44 -0.56
C -1.16 -0.53 -0.66 0.45
H 1.50 0.44 1.19 0.18
H -0.79 -0.09 1.35 0.24
H -0.69 1.33 0.23 0.25
H -0.51 -0.65 -1.55 0.14
O -2.23 -0.77 -0.28 -0.50
F 1.50 1.08 -0.74 -0.34
Cl 1.74 -1.34 -0.18 -0.02
```

No. 11
ORCA calculation (wB97M-V/def2-TZVPD) on a single C3H4ClFO molecule.

Values from the calculation:
SMILES = CO/C=C(\F)Cl
maximum force = 2.092 eV/A
HOMO-LUMO gap = 9.77 eV
lowest unoccupied orbital energy = 0.85 eV
energy above the lowest of the compared OMol25 structures with the same formula, charge and spin = 1.188 eV
2S+1 = 1

Structure (XYZ):
```
10
Properties=species:S:1:pos:R:3:nbo_charge:R:1
C 0.10 1.05 1.34 -0.25
C 0.01 -0.32 -0.50 0.03
C -0.28 -1.35 -1.30 0.27
H 0.03 0.98 2.40 0.20
H -0.67 1.69 0.87 0.18
H 1.03 1.48 1.11 0.17
H 0.46 0.62 -0.94 0.18
O 0.09 -0.30 0.86 -0.49
F -0.71 -2.52 -0.84 -0.31
Cl -0.06 -1.33 -3.00 0.02
```

No. 12
ORCA calculation (wB97M-V/def2-TZVPD) on a single C3H4ClFO molecule.

Values from the calculation:
SMILES = O[C@@H]1[C@H](F)[C@@H]1Cl
maximum force = 1.069 eV/A
HOMO-LUMO gap = 10.70 eV
lowest unoccupied orbital energy = 0.75 eV
energy above the lowest of the compared OMol25 structures with the same formula, charge and spin = 0.967 eV
2S+1 = 1

Structure (XYZ):
```
10
Properties=species:S:1:pos:R:3:nbo_charge:R:1
C -0.09 0.60 0.54 0.06
C -0.10 -0.88 0.32 0.15
C -0.70 0.03 -0.72 -0.31
H 1.82 0.65 0.26 0.49
H -0.81 1.01 1.28 0.20
H -0.71 -1.59 0.85 0.19
H -1.78 0.06 -0.80 0.23
O 1.12 1.26 0.51 -0.68
F 1.14 -1.38 0.02 -0.34
Cl 0.13 0.25 -2.25 0.00
```

No. 13
ORCA calculation (wB97M-V/def2-TZVPD) on a single C3H4ClN molecule.

Values from the calculation:
SMILES = C#CCNCl
maximum force = 3.589 eV/A
HOMO-LUMO gap = 10.12 eV
lowest unoccupied orbital energy = 0.72 eV
energy above the lowest of the compared OMol25 structures with the same formula, charge and spin = 3.259 eV
2S+1 = 1

Structure (XYZ):
```
9
Properties=species:S:1:pos:R:3:nbo_charge:R:1
C 2.03 0.62 -0.11 -0.21
C 1.00 0.04 -0.25 0.00
C -0.24 -0.67 -0.11 -0.33
N -1.20 0.39 -0.02 -0.60
Cl -2.89 -0.06 -0.02 0.08
H 2.97 1.03 -0.06 0.23
H -0.15 -1.14 0.84 0.22
H -0.54 -1.19 -1.15 0.24
H -0.98 0.97 0.88 0.37
```

No. 14
ORCA calculation (wB97M-V/def2-TZVPD) on 2 unconnected molecules or ions with the total composition C3H4ClN3.

Values from the calculation:
SMILES = N=C=C=N.C=NCl
maximum force = 3.146 eV/A
HOMO-LUMO gap = 7.66 eV
lowest unoccupied orbital energy = -0.32 eV
energy above the lowest of the compared OMol25 structures with the same formula, charge and spin = 5.278 eV
2S+1 = 1

Structure (XYZ):
```
11
Properties=species:S:1:pos:R:3:nbo_charge:R:1
C -2.74 0.31 0.32 0.15
C -1.74 -0.45 0.07 0.21
C 2.66 -0.67 -0.32 -0.06
N -3.76 0.99 0.11 -0.54
N -0.81 -1.14 -0.36 -0.57
N 2.02 0.17 0.32 -0.44
Cl 2.22 1.84 0.20 0.14
H -3.87 1.92 0.75 0.35
H 3.54 -0.43 -0.87 0.18
H 2.26 -1.70 -0.15 0.21
H 0.21 -0.85 -0.07 0.38
```

No. 15
ORCA calculation (wB97M-V/def2-TZVPD) on a single C3H4ClNO2 molecule.

Values from the calculation:
SMILES = O=C/C(CCl)=N/O
maximum force = 3.076 eV/A
HOMO-LUMO gap = 10.13 eV
lowest unoccupied orbital energy = -0.26 eV
energy above the lowest of the compared OMol25 structures with the same formula, charge and spin = 2.610 eV
2S+1 = 1

Structure (XYZ):
```
11
Properties=species:S:1:pos:R:3:nbo_charge:R:1
C -0.04 -0.30 0.19 0.08
C 0.37 1.10 -0.30 -0.48
C 0.53 -0.66 1.52 0.41
H -1.89 -1.24 -1.90 0.48
H 0.77 1.67 0.53 0.24
H -0.54 1.69 -0.51 0.24
H -0.10 -1.54 1.96 0.12
N -0.81 -1.11 -0.36 -0.06
O -1.34 -0.56 -1.59 -0.56
O 1.49 -0.15 2.01 -0.48
Cl 1.55 1.10 -1.54 0.01
```

No. 16
ORCA calculation (wB97M-V/def2-TZVPD) on 2 unconnected molecules or ions with the total composition C3H4ClNO2S.

Values from the calculation:
maximum force = 4.798 eV/A
HOMO-LUMO gap = 10.22 eV
lowest unoccupied orbital energy = -1.19 eV
energy above the lowest of the compared OMol25 structures with the same formula, charge and spin = 2.951 eV
2S+1 = 1

Structure (XYZ):
```
12
Properties=species:S:1:pos:R:3:nbo_charge:R:1
C -0.32 2.11 -0.39 0.20
C -0.98 -1.26 -0.14 -0.86
C 0.91 0.85 0.78 -0.37
N -0.98 2.77 -1.05 -0.41
O 0.78 0.04 -1.68 -0.90
O 1.74 -1.52 0.03 -0.91
S 0.74 -0.58 -0.39 2.12
Cl 0.12 0.68 2.32 0.09
H -0.90 -2.39 -0.14 0.26
H -1.38 -1.01 0.87 0.26
H -1.62 -0.97 -0.97 0.27
H 1.89 1.28 0.79 0.25
```

No. 17
ORCA calculation (wB97M-V/def2-TZVPD) on 2 unconnected molecules or ions with the total composition C3H4ClNO2S.

Values from the calculation:
maximum force = 0.804 eV/A
HOMO-LUMO gap (spin up / spin down) = 5.52 / 8.94 eV
lowest unoccupied orbital energy (spin up / spin down) = -1.93 / -0.38 eV
energy above the lowest of the compared OMol25 structures with the same formula, charge and spin = 1.872 eV
2S+1 = 1

Structure (XYZ):
```
12
Properties=species:S:1:pos:R:3:nbo_charge:R:1
C 0.80 -1.38 -0.03 0.47
C 0.10 -0.28 0.81 -0.32
C 0.59 -0.52 -1.17 -0.09
N 0.02 0.46 -0.45 -0.47
O 1.30 -2.44 0.21 -0.52
O -2.42 0.41 -0.84 -0.84
S -2.84 -0.93 -1.29 0.92
Cl -3.20 -2.07 0.40 -0.23
H -0.86 -0.55 1.23 0.22
H 0.72 0.22 1.55 0.21
H 0.76 -0.55 -2.23 0.21
H -0.73 1.09 -0.73 0.44
```

No. 18
ORCA calculation (wB97M-V/def2-TZVPD) on 2 unconnected molecules or ions with the total composition C3H4ClNO2S.

Values from the calculation:
maximum force = 3.593 eV/A
expectation value of S² = 2.042
HOMO-LUMO gap (spin up / spin down) = 5.80 / 6.58 eV
lowest unoccupied orbital energy (spin up / spin down) = -0.46 / -2.80 eV
energy above the lowest of the compared OMol25 structures with the same formula, charge and spin = 4.927 eV
2S+1 = 3

Structure (XYZ):
```
12
Properties=species:S:1:pos:R:3:mulliken_spin:R:1
C -1.43 1.35 0.35 0.57
C 0.33 0.50 -0.71 0.44
C 1.68 -1.56 -0.40 0.02
N 0.60 -0.61 -0.11 0.07
O 0.72 1.20 -1.60 0.28
O -3.46 2.31 1.32 0.31
S -3.04 1.27 0.36 0.13
Cl -0.18 -0.87 1.39 0.16
H -0.87 1.83 1.09 0.02
H 1.06 -2.38 -0.63 0.00
H 2.19 -1.32 -1.40 0.00
H 2.39 -1.71 0.35 0.00
```

No. 19
ORCA calculation (wB97M-V/def2-TZVPD) on 2 unconnected molecules or ions with the total composition C3H4ClNOS.

Values from the calculation:
maximum force = 4.633 eV/A
HOMO-LUMO gap (spin up / spin down) = 7.66 / 6.67 eV
lowest unoccupied orbital energy (spin up / spin down) = -2.41 / -2.67 eV
energy above the lowest of the compared OMol25 structures with the same formula, charge and spin = 2.751 eV
2S+1 = 1

Structure (XYZ):
```
11
Properties=species:S:1:pos:R:3:nbo_charge:R:1
C 0.85 0.60 0.64 0.66
C -0.69 0.24 0.46 -0.52
C -0.77 -1.04 -0.47 -0.62
N 1.66 -0.21 -0.22 -0.53
O 1.42 1.19 1.52 -0.51
S 0.93 -1.31 -0.96 0.91
Cl 1.09 1.82 -1.57 -0.42
H -0.87 0.15 1.53 0.25
H -1.06 1.21 0.18 0.28
H -1.20 -1.81 0.16 0.26
H -1.37 -0.85 -1.27 0.25
```

No. 20
ORCA calculation (wB97M-V/def2-TZVPD) on a single C3H4ClNOS2 molecule.

Values from the calculation:
SMILES = OC(=S)/C(CCl)=N/S
maximum force = 4.506 eV/A
HOMO-LUMO gap = 7.60 eV
lowest unoccupied orbital energy = -1.36 eV
energy above the lowest of the compared OMol25 structures with the same formula, charge and spin = 1.979 eV
2S+1 = 1

Structure (XYZ):
```
12
Properties=species:S:1:pos:R:3:nbo_charge:R:1
C 0.15 -0.03 -0.03 0.10
C -0.22 1.29 0.40 -0.48
C 1.56 -0.29 -0.26 0.22
H -2.52 -2.21 0.53 0.13
H 0.70 2.09 0.28 0.31
H -0.59 1.31 1.52 0.26
H 0.94 -1.81 -0.98 0.51
N -0.69 -1.04 -0.29 -0.59
O 1.85 -1.36 -0.86 -0.60
S -2.26 -0.83 0.17 0.26
S 2.65 0.89 0.16 -0.08
Cl -1.57 1.99 -0.63 -0.06
```